Entry 1:
Density functional theory data (ωB97M-V with the def2-TZVPD basis set) for a cluster of 2 separate species, C5H15N3O in total.

Values from the calculation:
Orbital gap = 8.282 eV
LUMO level = 0.77 eV
Total charge = 0

Each line ends with the Löwdin charge.
Atoms and positions in Å:
C 0.715 1.316 -1.152  -0.3181
C 1.205 -1.063 -0.212  -0.0556
C 0.634 -0.786 -2.592  -0.0647
N 0.517 -0.250 -1.228  -0.2591
N -0.651 1.686 -1.073  -0.1150
H -0.967 2.116 -1.937  -0.0008
H -0.592 0.179 -1.038  0.1587
H 1.317 1.645 -2.007  0.1055
H 1.287 1.477 -0.228  0.0958
H 2.280 -1.094 -0.403  0.0923
H 0.812 -2.080 -0.233  0.0861
H 1.017 -0.628 0.769  0.0658
H 1.677 -0.810 -2.914  0.0899
H 0.059 -0.143 -3.260  0.0905
H 0.222 -1.795 -2.632  0.0879
C -0.851 1.570 2.199  -0.0868
C -1.339 -1.856 2.269  -0.0453
O -0.508 0.183 2.405  -0.2407
N -1.588 -0.627 2.075  -0.0261
H -1.038 1.772 1.140  0.0376
H -1.714 1.836 2.813  0.0771
H 0.024 2.122 2.542  0.0823
H -0.387 -2.214 2.659  0.0780
H -2.133 -2.554 2.038  0.0646

---

Entry 2:
Density functional theory data (ωB97M-V with the def2-TZVPD basis set) for the molecule C5H15N3O at a distorted geometry.

Values from the calculation:
Orbital gap = 8.718 eV
LUMO level = 0.77 eV
SMILES string = C[C@@H](O)C(N)(N)N(C)C
Total charge = 0

Each line ends with the Löwdin charge.
Atoms and positions in Å:
C 0.969 1.858 0.125  0.0095
C 0.548 0.790 -1.290  -0.2189
O 1.739 0.104 -1.666  -0.0713
C -0.499 -0.118 -0.619  -0.6091
N -0.636 -1.479 -1.139  0.1075
N -1.777 0.520 -0.809  0.0922
N -0.075 -0.174 0.822  -0.2636
C -1.145 -0.498 1.757  -0.1002
C 1.086 -1.024 1.085  -0.0973
H 1.910 2.235 -0.264  0.0426
H 0.200 2.618 0.070  0.0453
H 1.211 1.642 1.164  0.0583
H 0.085 1.284 -2.157  0.1333
H 1.574 -0.417 -2.462  0.0906
H -1.075 -1.423 -2.052  0.0793
H 0.280 -1.898 -1.267  0.0664
H -1.793 1.443 -0.397  0.0806
H -2.524 -0.033 -0.408  0.0784
H -1.910 0.276 1.745  0.0705
H -0.728 -0.546 2.763  0.0811
H -1.599 -1.469 1.518  0.0807
H 0.819 -2.089 1.082  0.0838
H 1.852 -0.845 0.334  0.0742
H 1.487 -0.754 2.066  0.0861

---

Entry 3:
Density functional theory data (ωB97M-V with the def2-TZVPD basis set) for a cluster of 2 separate species, C5H15N3O in total at a distorted geometry.

Values from the calculation:
Orbital gap = 8.679 eV
LUMO level = 0.76 eV
SMILES string = [H]/N=C(/N)O.CCN(C)C
Total charge = 0

Each line ends with the Löwdin charge.
Atoms and positions in Å:
H 0.290 1.805 -2.167  0.0632
N -0.247 1.173 -1.584  0.1341
C -0.596 0.108 -2.193  -0.5851
N -1.304 -0.912 -1.590  0.1277
O -0.563 0.052 -3.565  0.0521
H -2.229 -1.071 -1.966  0.0976
H -1.269 -0.845 -0.573  0.0621
H -0.910 -0.794 -3.873  0.0964
C 2.003 -0.565 -0.231  -0.1220
C 1.013 -0.882 0.859  -0.1536
N -0.264 0.210 1.055  -0.2856
C 0.096 1.580 1.378  -0.1462
C -1.216 -0.279 2.033  -0.1580
H 1.948 0.439 -0.644  0.0516
H 1.984 -1.349 -0.990  0.0720
H 3.002 -0.560 0.206  0.0661
H 1.491 -0.786 1.842  0.0922
H 0.643 -1.905 0.796  0.0940
H 0.747 1.975 0.598  0.0540
H -0.807 2.197 1.387  0.0833
H 0.610 1.669 2.347  0.0772
H -2.127 0.325 2.010  0.0809
H -0.813 -0.271 3.057  0.0759
H -1.482 -1.313 1.809  0.0702

---

Entry 4:
Density functional theory data (ωB97M-V with the def2-TZVPD basis set) for a cluster of 2 separate species, C5H15N4 in total at a distorted geometry.

Values from the calculation:
Orbital gap = 8.198 eV
LUMO level = -4.06 eV
Total charge = +1

Each line ends with the Löwdin charge.
Atoms and positions in Å:
C -1.425 0.111 2.594  0.1591
C -1.286 0.812 1.423  -0.0333
C 1.474 -1.884 -0.910  -0.2437
C 0.388 -0.849 -0.680  -0.3178
C -0.110 2.816 0.265  -0.1174
N 0.866 -3.200 -1.075  -0.0091
N 0.155 2.759 -1.169  0.0476
N -0.621 -1.366 0.126  -0.0019
N -1.249 1.752 0.609  0.1163
H -1.318 -0.903 2.485  0.0341
H -1.410 0.606 3.519  0.0783
H 1.951 -1.863 0.058  0.1099
H 2.195 -1.728 -1.722  0.1181
H 0.934 0.021 -0.305  0.0985
H -0.239 -0.436 -1.424  0.0998
H -0.606 3.730 0.610  0.1303
H 0.851 2.616 0.679  0.1186
H 0.783 -3.519 -2.065  0.1019
H 1.390 -3.872 -0.607  0.0417
H 1.115 2.949 -1.295  0.0728
H -0.357 3.359 -1.755  0.0693
H -1.169 -2.130 -0.299  0.1210
H -1.972 1.805 -0.091  0.1677
H -0.342 -1.589 1.031  0.0384

---

Entry 5:
Density functional theory data (ωB97M-V with the def2-TZVPD basis set) for the ion C5H15N4O with charge +1 at a distorted geometry.

Values from the calculation:
Orbital gap = 11.144 eV
LUMO level = -2.62 eV
SMILES string = CN[C@](N)(C(N)=O)[NH+](C)C
Total charge = +1

Each line ends with the Löwdin charge.
Atoms and positions in Å:
C 0.138 -1.815 -1.811  -0.0546
N -0.725 -0.887 -1.032  -0.0473
C -0.159 0.333 -0.496  -0.4316
N -1.213 1.318 -0.440  0.1133
C 1.080 0.938 -1.173  -0.4974
N 0.882 1.965 -1.992  0.2343
O 2.183 0.477 -0.981  0.0846
N 0.401 -0.038 0.978  -0.0496
C -0.689 -0.967 1.670  0.0568
C 1.152 1.075 1.701  0.0430
H -0.525 -2.341 -2.541  0.1094
H 0.832 -1.318 -2.416  0.0503
H 0.646 -2.461 -0.979  0.1255
H -1.438 -0.539 -1.699  0.1391
H -2.084 1.062 0.077  0.1227
H -0.908 2.248 -0.137  0.1061
H 0.011 1.993 -2.343  0.0622
H 1.623 2.419 -2.531  0.1591
H 1.190 -0.539 0.605  0.1255
H -1.673 -0.434 1.760  0.1106
H -0.859 -1.837 1.034  0.0787
H -0.255 -1.431 2.538  0.0886
H 1.473 0.772 2.707  0.1201
H 2.101 1.217 1.234  0.0905
H 0.604 1.928 1.710  0.0600

---

Entry 6:
Density functional theory data (ωB97M-V with the def2-TZVPD basis set) for the molecule C5H15N5O2 at a distorted geometry.

Values from the calculation:
Orbital gap = 9.026 eV
LUMO level = 0.70 eV
SMILES string = CC(C)CO/C(O)=N\NNNN
Total charge = 0

Each line ends with the Löwdin charge.
Atoms and positions in Å:
C 0.255 1.266 2.404  -0.0570
C 1.064 -0.019 2.269  -0.4018
C 1.711 -0.442 3.587  -0.0729
C 0.203 -1.174 1.745  -0.1430
O -0.449 -0.808 0.510  -0.0103
C 0.314 -0.869 -0.602  -0.4918
O 1.491 -1.569 -0.489  0.0476
N -0.015 -0.505 -1.774  0.0809
N -1.373 -0.062 -2.024  -0.0598
N -1.840 -0.171 -3.371  -0.1313
N -1.118 0.657 -4.290  -0.1527
N -1.724 1.995 -4.215  -0.0322
H -0.533 1.004 3.007  0.0484
H 0.071 1.799 1.430  0.0989
H 0.860 2.104 2.915  0.1105
H 2.020 0.018 1.653  0.1509
H 1.197 0.020 4.323  0.0263
H 2.657 0.028 3.616  0.0657
H 1.740 -1.560 3.869  0.1222
H 0.670 -2.052 1.549  0.0825
H -0.756 -1.380 2.371  0.1734
H 1.861 -1.635 -1.427  0.1553
H -1.927 -0.525 -1.324  0.0989
H -1.911 -1.022 -3.934  0.1048
H -0.094 0.743 -4.133  0.0980
H -2.699 1.677 -4.317  0.0611
H -1.675 2.480 -3.347  0.0277